1.
99
Properties=species:S:1:pos:R:3:forces:R:3:mulliken_charge:R:1 method="wB97M-V/def2-TZVPD" energy_ev=-46403.9984 homo_ev=-9.4 smiles=CCO.CCO.CCO.CCO.CCO.CCO.CCO.CCO.CCO.CCO.CCO e_lumo_ev=0.53 relative_energy_kj_mol=264.8
C 7.809 13.378 13.054 -0.2 0.0 0.0 0.28
C 6.621 12.918 12.214 -0.3 0.1 0.3 0.00
O 5.906 11.901 12.947 0.5 0.7 0.0 -0.55
H 8.532 12.556 13.190 -0.2 0.3 -0.1 -0.38
H 7.458 13.697 14.059 0.3 0.0 -0.6 0.45
H 8.308 14.209 12.521 -0.2 -0.3 0.4 -0.31
H 6.953 12.491 11.268 0.2 0.1 -0.2 -0.07
H 5.951 13.781 11.969 0.4 -0.5 0.3 0.25
H 5.323 11.490 12.315 -0.4 -0.3 -0.2 0.31
C 11.924 17.395 8.539 -0.3 0.0 -0.6 -0.33
C 11.706 17.798 7.095 -0.6 -0.8 0.4 -0.37
O 12.442 18.978 6.851 0.1 0.0 -0.8 -0.52
H 12.970 17.378 8.811 0.3 0.1 0.0 0.39
H 11.556 16.381 8.618 -0.3 -0.2 0.5 -0.22
H 11.376 18.088 9.171 0.0 -0.1 0.3 0.27
H 10.625 17.977 6.968 0.2 0.1 -0.1 0.21
H 11.918 16.907 6.452 0.4 0.9 0.0 0.27
H 12.263 19.260 5.942 0.1 0.0 0.3 0.30
C 7.926 16.533 9.100 0.2 0.1 0.0 -0.51
C 6.837 15.559 8.696 0.2 0.8 0.3 -0.14
O 7.219 14.825 7.566 -0.1 -1.1 -0.8 -0.48
H 8.877 16.042 9.397 -0.6 0.1 -0.2 -0.08
H 7.573 17.147 9.918 0.1 0.1 0.3 0.21
H 8.130 17.219 8.276 0.1 0.0 -0.1 0.39
H 5.866 16.094 8.561 0.5 -0.4 0.0 0.31
H 6.742 14.822 9.475 -0.4 -0.3 0.3 0.04
H 7.291 15.363 6.777 0.0 0.4 0.0 0.27
C 9.083 10.361 9.260 -0.9 1.0 0.2 -1.28
C 8.788 11.790 8.697 0.4 -1.2 0.2 0.29
O 7.398 11.989 8.528 -0.4 -0.6 0.6 -0.62
H 8.747 9.613 8.551 0.0 -0.1 -0.2 0.38
H 8.476 10.224 10.172 0.4 0.0 -0.1 0.26
H 10.152 10.223 9.471 -0.3 0.1 0.0 0.30
H 9.268 11.805 7.728 0.4 0.5 -0.2 0.48
H 9.234 12.511 9.400 -0.1 0.2 -0.4 -0.13
H 7.175 12.593 7.813 0.5 0.3 0.1 0.28
C 12.240 13.652 7.682 0.1 -0.8 -0.5 -0.12
C 13.489 12.940 8.237 -1.4 -0.5 0.0 -0.33
O 14.087 13.723 9.215 1.4 0.1 -0.1 -0.58
H 11.783 13.133 6.820 0.3 0.0 0.3 0.41
H 12.450 14.673 7.371 0.1 0.0 0.2 0.02
H 11.493 13.627 8.469 -0.2 0.4 0.1 -0.26
H 14.209 12.668 7.465 0.2 0.5 0.0 0.38
H 13.162 11.958 8.650 0.1 0.3 -0.1 0.16
H 13.495 13.992 9.925 -0.5 0.1 0.1 0.35
C 8.951 10.613 16.488 0.4 0.7 -0.5 -1.18
C 10.018 11.490 15.776 -0.6 -0.2 0.8 -0.15
O 10.346 10.970 14.505 0.0 -0.2 -0.3 -0.33
H 8.739 11.004 17.497 0.1 -0.3 -0.3 0.38
H 9.308 9.575 16.529 -0.2 0.3 0.1 0.28
H 8.016 10.682 15.898 0.4 -0.2 0.3 0.30
H 10.948 11.547 16.356 -0.2 -0.2 -0.2 0.35
H 9.644 12.519 15.683 0.0 0.0 0.0 0.20
H 9.521 10.691 14.085 0.2 0.0 0.0 0.19
C 13.736 13.223 14.780 -0.8 0.3 0.3 -0.67
C 14.327 14.616 14.809 0.8 0.7 1.1 -0.32
O 14.131 15.294 13.550 -0.1 -0.8 1.1 -0.34
H 14.265 12.551 14.094 -0.2 0.2 0.2 0.26
H 12.659 13.287 14.518 0.5 -0.2 -0.1 -0.09
H 13.748 12.825 15.809 0.2 -0.1 -0.4 0.42
H 15.421 14.558 15.055 -0.7 0.0 -0.5 0.28
H 13.924 15.205 15.712 0.0 -0.6 -1.5 0.29
H 14.578 16.144 13.622 0.1 0.5 -0.3 0.18
C 13.713 18.680 11.807 1.1 -0.2 1.0 -0.44
C 14.317 19.034 13.180 -1.9 1.0 -0.2 -0.53
O 15.174 18.025 13.598 0.8 -1.2 0.1 -0.56
H 14.562 18.643 11.140 0.0 0.0 -0.6 0.45
H 12.986 19.396 11.466 -0.2 0.4 -0.1 0.41
H 13.251 17.699 11.824 -0.1 -0.2 0.1 -0.33
H 13.525 19.183 13.934 -0.1 -0.2 -0.2 0.28
H 14.841 19.988 13.165 0.2 0.2 -0.4 0.40
H 15.743 18.365 14.288 0.2 0.0 0.2 0.28
C 11.579 12.540 11.503 -0.1 0.2 -0.4 -0.57
C 11.274 14.049 11.631 0.2 -0.5 -0.3 0.68
O 12.425 14.840 11.299 -0.3 -0.4 0.9 -0.30
H 11.746 12.249 10.454 0.0 0.3 0.2 -0.25
H 10.745 11.955 11.858 -0.5 -0.2 0.1 0.32
H 12.439 12.168 12.063 0.1 0.5 0.1 0.21
H 10.889 14.297 12.638 0.3 -0.1 -0.2 0.37
H 10.476 14.331 10.927 0.2 -0.1 0.1 -0.64
H 12.980 14.801 12.110 0.1 0.4 -0.5 0.21
C 10.413 17.923 12.772 -0.1 -1.0 -0.4 -0.51
C 9.019 17.299 12.757 1.7 -0.3 0.9 0.08
O 8.213 18.157 12.038 -1.7 0.6 -0.3 -0.53
H 11.091 17.280 13.359 0.0 0.4 -0.4 0.18
H 10.351 18.921 13.192 0.1 0.1 0.2 0.36
H 10.743 18.019 11.722 0.1 -0.1 0.5 -0.19
H 8.681 17.182 13.779 -0.3 0.1 0.5 0.50
H 9.021 16.278 12.370 0.1 0.0 -0.5 -0.20
H 7.431 18.299 12.586 0.0 0.2 -0.5 0.31
C 13.171 8.965 13.112 -0.3 -0.5 0.6 -0.58
C 12.762 8.396 14.487 -0.9 0.5 -1.0 -0.10
O 13.787 7.597 15.015 0.3 -0.2 0.6 -0.55
H 14.105 9.501 13.245 0.2 0.1 -0.1 0.23
H 12.417 9.642 12.710 0.0 0.0 0.0 -0.02
H 13.338 8.136 12.421 0.0 0.1 -0.1 0.40
H 11.787 7.852 14.424 0.6 0.2 0.0 0.22
H 12.577 9.238 15.155 0.2 -0.2 0.2 0.08
H 13.801 6.739 14.585 -0.1 0.0 -0.1 0.31

2.
108
Properties=species:S:1:pos:R:3:forces:R:3:mulliken_charge:R:1 method="wB97M-V/def2-TZVPD" energy_ev=-57417.7393 homo_ev=-8.6 smiles="NC(N)=O.NC(N)=O.NC(N)=O.CC(C)O.CC(C)O.CC(C)O.CC(C)O.CC(C)O.CO.CO.CO.CO" e_lumo_ev=-0.28 relative_energy_kj_mol=328.6
C 6.891 15.973 21.648 -1.6 -3.3 -0.9 0.69
O 7.988 15.224 22.149 0.5 0.0 1.2 -0.76
H 6.887 16.995 21.891 0.7 1.2 -0.1 0.67
H 5.960 15.544 22.076 0.3 0.2 -0.2 -1.09
H 6.895 15.672 20.576 -0.6 1.4 0.4 0.10
H 7.806 14.297 21.913 0.0 0.2 -0.1 -0.60
C 5.586 13.446 17.541 2.1 -1.0 2.2 -1.86
O 5.958 14.147 18.728 -1.5 -0.6 0.5 1.86
H 5.525 14.150 16.851 -0.1 2.9 -3.8 0.60
H 4.626 13.038 17.606 -1.4 -0.8 0.7 0.57
H 6.310 12.684 17.254 -0.3 -0.1 0.1 0.34
H 6.816 14.596 18.714 0.0 -0.2 -0.5 -1.05
C 4.470 19.210 20.771 -1.3 -0.5 0.4 -0.71
O 5.203 19.568 19.677 1.9 -0.1 -1.4 -0.49
H 4.620 19.927 21.534 0.0 0.7 1.3 0.52
H 4.602 18.203 21.190 0.3 0.1 -0.4 0.06
H 3.451 19.286 20.427 -0.6 -0.1 0.3 0.35
H 6.147 19.451 19.880 -0.2 -0.1 -0.3 0.30
C 5.314 13.294 24.186 0.6 1.8 0.1 0.05
O 4.390 12.742 23.245 0.7 -0.6 0.6 -0.67
H 5.364 14.381 23.966 0.3 -0.4 0.0 0.00
H 6.383 12.926 24.130 -1.5 0.0 -0.1 -0.26
H 4.973 13.318 25.240 -0.1 -0.8 -0.6 0.46
H 4.932 12.187 22.658 -0.7 0.5 0.9 0.60
C 6.183 11.950 21.082 4.2 4.5 -3.8 -0.16
O 7.330 12.777 20.705 -5.2 -4.3 2.7 -0.69
N 5.018 12.134 20.505 -0.1 1.6 -2.7 -0.02
N 6.155 10.999 21.935 4.6 -1.7 4.2 -0.33
H 5.127 12.780 19.691 -0.9 -0.6 1.1 -0.16
H 4.199 11.588 20.766 0.3 0.6 -0.4 0.24
H 7.003 10.827 22.602 -1.6 0.3 -1.6 0.44
H 5.511 10.265 21.960 -1.3 -0.7 -0.3 0.20
C 9.221 14.252 17.877 3.8 5.3 -3.7 -0.35
O 10.074 15.187 17.290 -3.5 -4.4 2.8 -0.71
N 8.686 13.282 17.170 0.7 -1.7 -4.8 -0.11
N 8.710 14.485 19.048 2.3 4.2 2.2 2.04
H 8.909 13.239 16.109 -0.2 0.3 2.9 0.29
H 8.164 12.494 17.496 0.0 0.1 0.7 0.23
H 9.178 15.254 19.655 -0.9 -1.3 -1.5 -1.51
H 8.265 13.860 19.613 -1.7 -2.8 1.5 0.62
C 9.439 17.680 20.047 -6.2 6.0 -0.3 0.24
O 8.209 18.274 20.275 5.9 -2.3 -1.1 -0.62
N 10.397 18.161 19.277 -1.6 4.8 -1.6 -0.28
N 9.775 16.605 20.606 1.0 -4.7 3.1 -0.18
H 10.172 19.044 18.786 0.2 -1.1 0.4 0.30
H 11.145 17.672 18.921 1.6 -1.5 -0.6 0.14
H 9.190 16.339 21.385 0.1 -0.6 0.2 0.22
H 10.699 16.153 20.489 -0.7 0.6 0.3 0.35
C 3.420 16.513 23.118 -0.5 1.7 -0.5 -0.08
C 2.190 15.608 22.901 1.9 -1.6 4.8 1.03
C 1.117 15.983 23.902 1.1 1.3 1.5 -1.82
O 1.643 15.697 21.733 -1.9 1.0 -5.7 -0.68
H 3.838 16.446 24.170 -0.2 0.1 -1.5 0.35
H 3.093 17.571 22.869 -0.1 -0.8 1.1 0.35
H 4.117 16.483 22.263 0.3 -1.1 0.8 -0.92
H 2.511 14.525 23.012 -0.1 0.8 0.8 -0.08
H 1.448 15.805 24.929 0.5 0.6 0.1 0.39
H 0.243 15.434 23.952 -1.8 -1.7 -1.0 0.52
H 0.748 17.024 23.776 0.7 -0.4 0.1 0.33
H 2.334 15.579 21.063 0.0 0.0 0.0 0.32
C 8.864 12.452 23.649 -2.2 -1.1 0.1 -0.48
C 9.199 10.944 23.588 8.9 8.6 0.2 0.38
C 10.041 10.613 24.820 2.7 -3.2 -2.5 -1.60
O 8.178 10.276 23.423 -8.2 -8.6 0.5 -0.58
H 8.240 12.811 22.828 0.0 -0.7 -0.1 -0.50
H 9.655 13.126 23.648 1.8 0.8 0.4 0.53
H 8.264 12.589 24.545 0.1 0.3 0.3 0.54
H 9.635 10.794 22.621 2.7 0.6 -0.5 0.55
H 10.208 9.487 24.754 -0.4 0.9 0.4 0.37
H 9.520 10.793 25.678 -1.4 0.6 2.4 0.41
H 11.118 10.924 24.931 -1.3 0.5 -0.6 0.30
H 8.556 9.362 23.244 -1.7 1.0 0.3 0.47
C 5.967 17.272 17.524 -1.2 -0.4 0.5 -0.85
C 7.242 17.063 16.792 -5.3 0.4 -3.6 1.39
C 7.132 17.847 15.512 0.0 -0.6 -2.5 -2.17
O 8.298 17.520 17.263 8.2 4.4 5.2 -0.51
H 5.244 16.639 17.027 -0.4 -0.4 -0.1 0.35
H 5.564 18.280 17.374 0.4 -0.1 0.6 0.55
H 6.002 16.965 18.569 0.0 0.3 0.2 -0.13
H 7.488 16.076 16.611 -0.8 -3.1 -1.1 0.15
H 6.328 17.397 14.944 -0.3 0.2 -0.7 0.39
H 8.083 17.721 14.953 -0.6 -0.1 0.1 0.47
H 6.987 18.940 15.536 -0.2 -0.5 0.8 0.37
H 8.793 16.902 17.795 0.3 -0.3 0.2 -0.13
C 13.512 13.337 20.487 1.0 0.5 -0.7 -1.48
C 12.066 13.819 20.313 0.8 -7.7 0.9 0.76
C 11.157 13.510 21.484 -1.4 -1.6 -1.2 -1.33
O 11.995 15.072 20.148 0.1 7.6 -1.3 -0.67
H 13.920 12.742 19.667 -0.3 0.3 -0.5 0.35
H 13.573 12.647 21.269 0.3 -0.8 1.7 0.39
H 14.223 14.178 20.618 -0.5 -0.4 0.3 0.28
H 11.801 13.355 19.331 -0.9 -0.6 0.9 0.10
H 11.396 13.988 22.396 0.8 0.8 0.8 0.53
H 11.046 12.449 21.719 0.2 -0.1 -0.2 0.40
H 10.147 13.843 21.206 0.2 -0.1 0.2 0.27
H 12.278 15.133 19.249 0.2 1.6 -1.2 0.35
C 2.146 14.486 18.653 0.9 -0.3 -2.9 -1.13
C 3.018 15.725 18.857 -4.9 0.5 -6.1 1.68
C 2.235 16.998 18.707 2.9 0.3 0.5 -1.98
O 3.747 15.631 19.877 5.3 -1.7 8.4 0.38
H 2.877 13.676 18.403 -0.9 0.1 0.4 0.21
H 1.454 14.565 17.765 0.7 0.0 0.8 0.34
H 1.568 14.240 19.497 -0.6 -0.3 1.2 0.27
H 3.775 15.835 18.176 0.9 -0.3 -3.8 -0.36
H 2.941 17.835 18.695 -0.2 0.2 1.2 0.19
H 1.414 16.988 19.316 -1.9 0.8 2.1 0.46
H 1.906 17.130 17.751 -1.3 -0.5 -2.9 0.57
H 4.495 14.999 19.649 -0.8 1.1 0.8 -0.44